[1]
C25H47Cl2NO3Si2Sm | the ωB97M-V functional and the def2-TZVPD basis

Properties
- HOMO level (spin up / spin down): -10.48 / -10.48 eV
- HOMO-LUMO gap (spin up / spin down): 6.64 / 6.87 eV
- Expectation value of S²: 8.769

```
! wB97M-V def2-TZVPD RIJCOSX def2/J DEFGRID3
* xyz 1 6
O 0.55 0.27 -2.06
O 3.02 0.25 -1.95
C -0.12 -0.83 -2.70
C -1.56 -0.56 -3.05
H -0.05 -1.63 -1.95
H 0.47 -1.15 -3.58
H -2.14 -0.16 -2.20
H -1.98 -1.53 -3.34
H -1.63 0.12 -3.91
C 0.19 1.62 -2.43
C 0.67 1.91 -3.82
H 0.70 2.27 -1.70
H -0.89 1.72 -2.26
H 1.73 1.67 -3.91
H 0.55 2.97 -4.09
H 0.11 1.31 -4.54
C 4.01 1.17 -1.48
C 3.45 -0.61 -3.03
C 3.79 2.56 -1.98
H 5.01 0.80 -1.79
H 3.96 1.15 -0.39
H 3.89 2.63 -3.07
H 4.55 3.21 -1.53
H 2.80 2.96 -1.69
C 3.99 0.17 -4.20
H 2.58 -1.19 -3.34
H 4.19 -1.33 -2.65
H 3.26 0.91 -4.56
H 4.20 -0.53 -5.02
H 4.92 0.69 -3.93
H 1.73 -0.13 -0.83
Sm -0.63 0.34 1.36
C 1.63 -0.55 0.29
Si 2.95 -1.90 0.63
H 1.74 0.32 0.98
H 0.71 -1.17 0.27
C 2.68 -3.19 -0.74
C 2.55 -2.70 2.26
C 4.75 -1.35 0.67
C -1.51 -1.81 0.99
Si -2.50 -2.08 2.53
H -0.87 -2.68 0.80
H -2.17 -1.67 0.11
C -1.42 -3.03 3.74
C -4.06 -3.05 2.15
C -3.05 -0.48 3.41
H 5.30 -2.20 1.09
H 4.90 -0.46 1.30
H 5.13 -1.14 -0.35
H 1.69 -3.66 -0.63
H 3.45 -3.97 -0.60
H 2.77 -2.78 -1.75
H 1.47 -2.75 2.46
H 3.04 -2.15 3.08
H 2.96 -3.72 2.24
H -3.87 -3.80 1.36
H -4.86 -2.38 1.80
H -4.40 -3.57 3.05
H -3.66 0.18 2.79
H -2.22 0.10 3.86
H -3.69 -0.80 4.25
H -2.06 -3.39 4.57
H -0.63 -2.39 4.17
H -0.95 -3.90 3.26
Cl -5.00 0.74 -1.49
C -4.58 1.72 -0.17
C -5.55 2.49 0.50
C -5.26 3.21 1.66
Cl -6.49 4.09 2.45
C -3.94 3.24 2.20
C -3.52 3.84 3.41
C -2.24 3.66 3.88
C -1.33 2.88 3.15
N -1.71 2.34 1.98
C -2.96 2.53 1.47
C -3.25 1.71 0.31
O -2.31 0.89 -0.08
H -6.56 2.51 0.11
H -4.24 4.44 3.95
H -1.89 4.09 4.80
H -0.29 2.68 3.43
*
```

[2]
C25H47ClINO3Si2W | the ωB97M-V functional and the def2-TZVPD basis

Properties
- HOMO level (spin up / spin down): -19.85 / -19.85 eV
- HOMO-LUMO gap (spin up / spin down): 4.47 / 4.47 eV
- Energy relative to the best compared isomer or geometry (same formula, charge and spin): 97.1 kcal per mole

```
! wB97M-V def2-TZVPD RIJCOSX def2/J DEFGRID3
* xyz 4 1
O -1.19 -2.79 -3.66
O -2.40 -0.60 -4.28
C 0.23 -2.69 -3.44
C 0.77 -3.88 -2.70
H 0.40 -1.75 -2.83
H 0.69 -2.57 -4.45
H 0.80 -3.65 -1.64
H 1.79 -4.05 -3.01
H 0.20 -4.78 -2.89
C -1.90 -2.70 -2.37
C -3.24 -3.34 -2.62
H -1.99 -1.62 -2.07
H -1.33 -3.28 -1.62
H -3.93 -2.62 -3.09
H -3.69 -3.67 -1.68
H -3.13 -4.24 -3.24
C -3.55 0.34 -4.17
C -2.21 -1.09 -5.63
C -4.52 -0.15 -3.15
H -4.01 0.34 -5.17
H -3.17 1.37 -4.03
H -5.16 -0.94 -3.62
H -5.22 0.67 -2.88
H -4.02 -0.56 -2.25
C -3.14 -2.23 -5.92
H -1.16 -1.38 -5.72
H -2.47 -0.26 -6.30
H -2.89 -3.14 -5.34
H -3.01 -2.50 -6.98
H -4.22 -2.00 -5.81
H -1.55 -0.57 -3.78
W -0.22 1.55 -1.36
C -0.40 0.61 -3.08
Si 0.59 1.58 -4.75
H -1.06 1.35 -3.58
H 0.44 -0.02 -3.46
C 1.47 0.26 -5.67
C 1.76 2.92 -4.18
C -0.78 2.36 -5.75
C 1.84 0.91 -1.33
Si 2.76 1.42 0.29
H 2.57 1.04 -2.16
H 1.66 -0.19 -1.15
C 3.82 2.90 -0.14
C 3.95 0.07 0.86
C 1.62 1.79 1.69
H -0.33 3.11 -6.42
H -1.52 2.89 -5.13
H -1.30 1.64 -6.38
H 2.54 0.23 -5.39
H 1.42 0.55 -6.73
H 1.08 -0.76 -5.60
H 2.47 2.60 -3.40
H 1.21 3.79 -3.79
H 2.36 3.26 -5.04
H 4.67 -0.32 0.10
H 3.48 -0.80 1.31
H 4.56 0.55 1.65
H 1.03 0.90 1.93
H 0.95 2.62 1.46
H 2.17 2.02 2.61
H 4.60 2.91 0.63
H 3.26 3.84 -0.08
H 4.29 2.84 -1.13
Cl -2.67 0.69 4.47
C -1.65 -0.01 3.30
C -0.65 -0.87 3.73
C 0.11 -1.62 2.85
I 1.72 -2.67 3.72
C 0.05 -1.41 1.40
O 0.78 -1.92 0.52
C -0.78 -0.23 1.04
N -0.21 0.54 0.14
C -2.23 1.56 -1.19
C -2.85 1.70 0.09
C -2.66 1.33 1.44
C -1.76 0.34 1.91
H -0.49 -1.00 4.79
H -2.89 1.30 -2.06
H -3.80 2.26 0.01
H -3.29 1.87 2.19
*
```

[3]
C25H47N6O14PS | the ωB97M-V functional and the def2-TZVPD basis

Properties
- HOMO level: -8.81 eV
- SMILES string: CC(=O)N(C)CCCC[PH](CCCS(=O)(=O)O)(C[C@@H](C)OCc1ccccc1)N=C=O.C[N+](=O)[O-].C[N+](=O)[O-].C[N+](=O)[O-].C[N+](=O)[O-]
- HOMO-LUMO gap: 8.84 eV

```
! wB97M-V def2-TZVPD RIJCOSX def2/J DEFGRID3
* xyz 0 1
C 0.92 4.68 0.22
C 0.07 4.54 1.47
O -1.03 5.02 1.47
N 0.52 3.85 2.64
C 1.94 4.01 2.95
C 0.15 2.43 2.59
C 0.71 1.62 1.41
C 0.37 0.13 1.60
C -1.00 -0.20 0.97
P -0.92 -1.40 -0.42
C 0.64 -2.33 -0.74
C 1.66 -1.79 -1.74
C 2.54 -0.66 -1.18
S 3.26 0.28 -2.51
O 4.35 1.04 -2.00
O 3.52 -0.61 -3.60
O 2.15 1.31 -2.95
C -1.55 -2.85 0.68
C -3.07 -2.90 0.76
C -3.49 -3.56 2.08
O -3.62 -1.57 0.77
C -4.44 -1.25 -0.35
C -4.69 0.23 -0.37
C -5.08 0.88 -1.54
C -5.34 2.24 -1.54
C -5.20 3.00 -0.38
C -4.77 2.37 0.79
C -4.52 1.00 0.79
N -0.46 0.01 -1.60
C -1.13 0.11 -2.59
O -1.76 0.14 -3.56
H 0.39 4.17 -0.58
H 1.07 5.71 -0.06
H 1.89 4.21 0.31
H 2.62 3.63 2.18
H 2.20 5.04 3.14
H 2.16 3.44 3.85
H -0.93 2.38 2.54
H 0.48 1.96 3.51
H 0.23 1.98 0.50
H 1.78 1.76 1.27
H 1.18 -0.50 1.26
H 0.28 -0.02 2.68
H -1.52 0.69 0.64
H -1.63 -0.63 1.73
H -2.05 -1.65 -1.23
H 0.34 -3.31 -1.11
H 1.11 -2.52 0.22
H 1.25 -1.54 -2.71
H 2.36 -2.61 -1.93
H 3.34 -1.04 -0.55
H 1.92 0.05 -0.64
H 1.55 0.88 -3.59
H -1.12 -2.77 1.68
H -1.23 -3.82 0.31
H -3.51 -3.47 -0.05
H -3.50 -2.78 2.83
H -2.75 -4.28 2.38
H -4.44 -4.08 2.00
H -5.39 -1.77 -0.22
H -4.01 -1.59 -1.29
H -5.20 0.32 -2.46
H -5.67 2.73 -2.44
H -5.42 4.06 -0.38
H -4.65 2.93 1.70
H -4.19 0.53 1.70
C -4.76 -6.45 -1.91
N -4.11 -6.67 -0.59
O -4.30 -5.84 0.28
O -3.44 -7.67 -0.47
H -5.33 -5.52 -1.86
H -3.97 -6.39 -2.65
H -5.41 -7.29 -2.10
C 3.72 -5.45 -0.51
N 2.72 -5.23 0.57
O 1.56 -5.03 0.24
O 3.12 -5.25 1.71
H 3.22 -5.40 -1.46
H 4.48 -4.67 -0.42
H 4.16 -6.43 -0.35
C 7.27 -0.13 -1.70
N 7.16 -1.03 -0.52
O 6.41 -1.99 -0.60
O 7.83 -0.75 0.45
H 6.62 -0.52 -2.48
H 6.96 0.86 -1.39
H 8.31 -0.14 -2.02
C 2.44 9.08 1.01
N 2.77 7.64 0.82
O 2.39 6.85 1.66
O 3.40 7.35 -0.18
H 1.89 9.18 1.93
H 3.38 9.62 1.06
H 1.85 9.39 0.16
*
```

[4]
C25H47NO41S9 | the ωB97M-V functional and the def2-TZVPD basis

Properties
- HOMO level: -8.70 eV
- SMILES string: CN(C)C(=O)C[C@@]1(O)COC(=O)O1.O=S1(=O)OCCO1.O=S1(=O)OCCO1.O=S1(=O)OCCO1.O=S1(=O)OCCO1.O=S1(=O)OCCO1.O=S1(=O)OCCO1.O=S1(=O)OCCO1.O=S1(=O)OCCO1.O=S1(=O)OCCO1
- HOMO-LUMO gap: 8.96 eV

```
! wB97M-V def2-TZVPD RIJCOSX def2/J DEFGRID3
* xyz 0 1
C -2.41 2.91 -2.82
N -1.50 1.78 -2.63
C -0.50 1.61 -3.69
C -0.91 1.79 -1.33
O 0.02 2.48 -0.99
C -1.55 0.84 -0.30
C -0.90 -0.54 -0.54
O -0.92 -1.31 0.66
C -1.57 -1.33 -1.65
O -0.53 -2.04 -2.34
C 0.65 -1.60 -1.77
O 1.68 -2.15 -1.96
O 0.45 -0.50 -0.98
H -2.03 3.70 -3.48
H -3.34 2.52 -3.27
H -2.71 3.34 -1.85
H 0.51 1.95 -3.43
H -0.79 2.08 -4.64
H -0.45 0.53 -3.91
H -1.43 1.23 0.70
H -2.61 0.76 -0.61
H -0.05 -1.25 1.07
H -2.06 -0.60 -2.31
H -2.31 -2.04 -1.27
C 3.34 -0.51 -6.62
C 3.06 -0.13 -5.18
O 2.73 1.27 -5.24
S 2.00 1.59 -6.62
O 0.59 1.59 -6.40
O 2.66 2.67 -7.24
O 2.38 0.23 -7.39
H 4.34 -0.19 -6.93
H 3.23 -1.57 -6.80
H 3.91 -0.30 -4.53
H 2.19 -0.67 -4.79
C 0.80 -7.23 -1.84
C 0.53 -6.85 -0.40
O 0.19 -5.46 -0.45
S -0.56 -5.14 -1.83
O -1.96 -5.15 -1.60
O 0.09 -4.05 -2.45
O -0.17 -6.50 -2.60
H 1.79 -6.91 -2.15
H 0.69 -8.30 -2.01
H 1.39 -7.02 0.24
H -0.33 -7.40 0.00
C -4.83 6.08 -6.50
C -3.62 6.04 -5.58
O -4.00 5.13 -4.54
S -4.97 4.00 -5.14
O -4.21 2.85 -5.44
O -6.14 3.95 -4.33
O -5.32 4.74 -6.52
H -5.61 6.73 -6.09
H -4.57 6.41 -7.50
H -3.37 7.01 -5.17
H -2.75 5.62 -6.09
C 5.85 -7.15 1.93
C 6.29 -7.42 0.51
O 5.43 -8.48 0.07
S 4.00 -8.33 0.77
O 3.12 -7.65 -0.13
O 3.65 -9.56 1.37
O 4.42 -7.29 1.91
H 6.26 -7.90 2.62
H 6.13 -6.16 2.27
H 7.34 -7.72 0.45
H 6.13 -6.55 -0.13
C 1.05 5.46 -2.11
C 0.81 5.89 -0.68
O 0.44 7.28 -0.79
S -0.36 7.51 -2.16
O -1.75 7.48 -1.89
O 0.25 8.59 -2.85
O 0.04 6.14 -2.87
H 2.03 5.79 -2.47
H 0.96 4.38 -2.24
H 1.69 5.78 -0.06
H -0.02 5.34 -0.24
C -0.01 2.31 5.23
C -1.18 2.42 4.28
O -0.59 2.70 3.01
S 0.84 1.98 2.91
O 0.67 0.76 2.21
O 1.80 2.95 2.53
O 1.02 1.66 4.47
H 0.36 3.30 5.52
H -0.25 1.74 6.13
H -1.88 3.20 4.56
H -1.72 1.46 4.21
C -1.87 5.80 9.39
C -0.37 5.57 9.37
O -0.17 4.66 8.29
S -1.25 4.94 7.14
O -0.66 5.76 6.15
O -1.90 3.72 6.83
O -2.25 5.84 8.01
H -2.39 4.97 9.87
H -2.14 6.73 9.89
H 0.00 5.15 10.30
H 0.17 6.49 9.15
C 5.85 -10.89 6.17
C 5.64 -9.41 5.96
O 6.95 -8.89 5.67
S 7.79 -10.01 4.88
O 7.71 -9.73 3.49
O 9.03 -10.19 5.55
O 6.84 -11.26 5.19
H 6.26 -11.10 7.16
H 4.94 -11.47 6.02
H 5.22 -8.92 6.84
H 5.00 -9.21 5.10
C -6.74 3.10 -1.54
C -7.98 3.81 -1.06
O -8.32 3.14 0.17
S -6.98 2.64 0.90
O -6.62 3.59 1.89
O -7.13 1.26 1.19
O -5.99 2.81 -0.35
H -6.98 2.15 -2.02
H -6.15 3.70 -2.22
H -8.79 3.76 -1.77
H -7.77 4.86 -0.83
*
```

[5]
C25H48AsN2ORuS2SbSi3 | the ωB97M-V functional and the def2-TZVPD basis

Properties
- HOMO level (spin up / spin down): -17.54 / -17.47 eV
- HOMO-LUMO gap (spin up / spin down): 5.53 / 3.89 eV
- Energy relative to the best compared isomer or geometry (same formula, charge and spin): 0.0 kcal per mole
- Expectation value of S²: 6.023

```
! wB97M-V def2-TZVPD RIJCOSX def2/J DEFGRID3
* xyz 4 5
Ru -1.79 1.42 -0.05
O -0.78 1.62 1.90
C -0.52 3.03 2.13
C -0.27 3.71 0.82
C 0.14 5.03 0.78
C 0.34 5.65 -0.44
C 0.18 4.90 -1.61
C -0.20 3.59 -1.51
N -0.45 2.99 -0.32
H -1.33 1.30 2.63
H 0.36 3.13 2.77
H -1.36 3.50 2.64
H 0.28 5.57 1.71
H 0.61 6.69 -0.49
H 0.35 5.34 -2.58
H -0.32 2.97 -2.39
C 5.58 -2.59 1.27
Si 5.34 -1.07 2.27
C 5.02 -1.22 4.07
C 5.97 0.53 1.61
Sb 2.54 -0.61 1.59
Si 0.98 -2.61 2.46
C -0.61 -2.17 1.55
C 1.89 -4.08 1.82
C 0.94 -2.34 4.27
Si 2.36 -0.06 -0.93
C 3.36 -1.37 -1.77
C 2.95 1.68 -1.17
C 0.53 -0.26 -1.45
H 6.60 -2.95 1.42
H 5.45 -2.41 0.21
H 4.91 -3.39 1.59
H 5.97 -1.31 4.61
H 4.44 -2.11 4.30
H 4.51 -0.34 4.46
H 7.01 0.68 1.92
H 5.39 1.37 2.00
H 5.95 0.55 0.52
H -0.68 -2.74 0.62
H -0.64 -1.10 1.31
H -1.49 -2.42 2.14
H 2.21 -3.95 0.79
H 1.24 -4.97 1.86
H 2.76 -4.30 2.44
H 0.58 -1.35 4.55
H 1.92 -2.49 4.72
H 0.27 -3.08 4.74
H 4.42 -1.21 -1.60
H 3.20 -1.35 -2.85
H 3.09 -2.37 -1.42
H 4.02 1.75 -0.96
H 2.44 2.40 -0.53
H 2.82 1.99 -2.21
H 0.31 -1.32 -1.60
H 0.33 0.26 -2.39
H -0.24 0.12 -0.74
S -5.63 1.07 2.13
C -4.09 1.50 1.67
N -3.46 0.66 0.86
C -4.28 -0.43 0.54
C -3.97 -1.49 -0.31
C -4.91 -2.48 -0.48
C -6.15 -2.43 0.18
C -6.47 -1.38 1.01
C -5.52 -0.37 1.18
H -3.66 2.44 2.01
H -3.00 -1.52 -0.80
H -4.71 -3.31 -1.14
H -6.86 -3.23 0.04
H -7.43 -1.33 1.51
C -2.46 -1.36 -3.56
As -2.75 0.51 -3.83
C -1.37 1.19 -4.96
C -4.42 0.77 -4.72
S -2.97 1.70 -1.98
H -2.14 -1.78 -4.51
H -3.40 -1.82 -3.26
H -1.69 -1.52 -2.81
H -1.45 0.64 -5.90
H -0.38 1.02 -4.52
H -1.53 2.25 -5.15
H -4.40 0.19 -5.64
H -4.56 1.82 -4.94
H -5.24 0.42 -4.08
*
```